Below is a cluster of 14 separate species, C15H58N14O14 in total, with properties calculated with ωB97M-V/def2-TZVPD.

The geometry in XYZ format:
```
101
Properties=species:S:1:pos:R:3:forces:R:3
C -2.1961 3.7847 -2.9384 1.843 0.176 0.940
C -2.2391 3.2687 -1.5054 -1.730 0.256 -0.396
O -1.0071 2.8007 -0.9954 0.118 0.523 -1.106
H -1.9111 3.0727 -3.6584 -0.513 -1.349 -1.078
H -1.3231 4.4297 -3.0124 0.015 0.676 0.275
H -3.0531 4.3667 -3.2084 -0.594 -0.007 -0.126
H -3.0581 2.5097 -1.3764 0.739 0.327 -0.150
H -2.5761 4.1627 -0.9864 0.026 0.050 0.803
H -1.2251 2.4077 -0.1544 0.116 -0.301 0.770
C 0.8229 -2.9253 -2.3234 0.364 -0.144 6.314
O 0.5949 -2.8093 -0.9214 0.830 -0.675 -7.267
N 1.6079 -3.9063 -2.8064 0.369 -0.982 1.446
N 0.3879 -2.0793 -3.2034 0.139 1.352 -3.965
H 1.9859 -4.4683 -2.0484 0.108 -0.059 -0.509
H 2.0309 -3.9563 -3.7294 -0.448 0.198 0.481
H -0.1451 -1.2443 -2.9874 -0.026 0.122 0.279
H 0.7689 -2.0973 -4.2264 -1.135 -0.096 2.719
C 4.1149 -1.7023 1.1396 2.564 1.519 7.273
O 4.3219 -1.5853 2.5236 -0.693 -0.709 -6.683
N 3.1259 -2.3093 0.6076 -4.172 -2.015 -0.304
N 4.9699 -1.1733 0.2876 3.821 1.800 0.666
H 2.4419 -2.7223 1.2476 -0.079 -0.301 0.120
H 2.6769 -2.0673 -0.2654 0.569 -0.119 -0.029
H 5.8759 -0.9383 0.7526 -1.350 -0.048 -0.709
H 5.0149 -1.2513 -0.7274 -0.206 -0.347 0.700
C -1.8921 0.4837 -3.8294 0.569 0.647 -6.178
O -1.5971 0.6377 -5.1904 -1.416 -0.561 6.999
N -3.1511 0.2587 -3.4104 -1.796 0.909 -2.745
N -0.9481 0.4177 -2.8954 1.309 -0.010 0.454
H -3.8601 0.3357 -4.1834 1.102 -0.265 1.371
H -3.4861 0.1747 -2.4564 -0.169 0.384 0.500
H -0.0911 0.8567 -3.2264 -0.042 -0.578 -0.175
H -1.0441 0.3787 -1.8504 -0.812 0.046 -1.022
C 2.0439 2.4887 -3.2664 2.676 2.033 -7.687
O 2.9709 2.7687 -4.2234 -4.512 -1.380 4.450
N 0.7189 2.3797 -3.4634 -0.310 0.967 -3.013
N 2.3329 2.2547 -2.0614 4.854 -0.733 5.085
H 0.3349 2.7697 -4.3224 0.281 -0.357 0.218
H 0.0999 2.3857 -2.6954 -0.407 0.726 1.160
H 3.3329 2.2467 -1.8404 -0.543 0.068 -0.318
H 1.7879 1.9847 -1.2794 -1.088 0.055 0.132
C -3.2161 -1.8073 -1.0204 -3.932 3.397 1.445
O -4.0941 -0.7233 -0.8274 3.928 -4.039 -0.748
N -2.4661 -1.9783 -2.0544 1.210 2.771 -4.441
N -3.1311 -2.7953 -0.1764 -0.657 -3.147 3.723
H -2.4821 -1.1253 -2.7144 -0.033 -2.899 1.063
H -1.6971 -2.6323 -2.1744 -0.514 0.181 0.719
H -3.6181 -2.7463 0.7936 0.951 -0.396 -2.537
H -2.6651 -3.7073 -0.4574 -0.733 2.013 0.656
C 0.0749 -3.1503 2.4526 5.382 -3.176 -1.652
O 1.2489 -3.7293 2.0806 -4.759 2.449 2.000
N -0.6331 -2.4523 1.6126 -1.452 1.947 -3.214
N -0.4981 -3.2213 3.6076 -0.700 -1.304 4.311
H -0.2491 -2.4713 0.6656 -0.630 0.065 -0.027
H -1.6001 -2.1083 1.7986 1.722 -0.743 -0.252
H -0.0101 -3.7033 4.3756 -0.529 0.410 -0.829
H -1.4851 -2.8993 3.7536 1.063 -0.169 0.004
C -3.6541 -1.5793 2.7186 -0.279 -6.631 7.765
O -3.1401 -2.1163 3.8856 -2.487 2.040 -5.342
N -4.6551 -2.1273 2.0486 -3.681 -1.218 -1.239
N -3.1011 -0.6643 2.1096 4.643 8.388 -2.142
H -5.1871 -2.8643 2.4746 0.026 -0.056 0.397
H -5.1591 -1.6783 1.2316 1.239 -0.264 1.362
H -2.3001 -0.2443 2.6636 -0.581 -0.162 -0.629
H -3.5931 0.0377 1.5096 0.399 -1.578 0.314
C 3.4629 -0.8563 -2.3304 -2.666 -1.188 -0.115
O 4.8139 -0.6813 -2.2614 1.775 0.269 -1.243
H 2.9759 -0.2783 -3.0894 0.002 0.486 -0.963
H 2.9609 -0.4733 -1.4324 0.446 -0.466 0.159
H 3.1979 -1.9363 -2.5324 0.128 0.985 0.555
H 5.1689 -1.0103 -3.1024 0.221 0.311 0.399
C -1.8631 3.9887 2.2096 0.438 1.301 1.407
O -1.8741 2.6887 1.7886 0.586 -2.324 -1.122
H -1.8691 4.7017 1.3916 -0.056 0.253 -0.114
H -0.9671 4.1467 2.8436 -0.276 -0.068 -0.551
H -2.6961 4.1177 2.8806 -0.495 0.686 0.203
H -2.7561 2.4017 1.5606 -0.334 0.149 -0.014
C 2.2069 3.1887 1.2486 1.275 0.095 -1.746
O 2.6219 1.8417 1.2906 -0.438 -1.378 -0.050
H 2.6179 3.5507 0.2576 -0.805 0.666 1.284
H 2.6409 3.6607 2.1026 0.322 0.967 0.378
H 1.1259 3.3187 1.3046 -0.044 -0.403 -0.225
H 3.4599 1.7227 0.8236 -0.176 0.113 0.384
C 2.0659 -1.1203 4.2346 -1.023 -0.828 1.005
O 2.6069 -0.2253 5.2206 0.152 0.182 -0.792
H 1.8599 -0.6553 3.2656 0.575 0.137 -0.096
H 1.0649 -1.4183 4.6336 0.700 0.177 -0.054
H 2.6509 -2.0513 4.0876 -0.145 0.871 -0.024
H 3.2869 0.3317 4.8046 -0.231 -0.572 0.067
C -0.1431 1.2877 3.7886 1.852 2.630 0.687
O -0.7181 0.1857 3.2476 -1.278 -1.663 -0.552
H 0.5689 1.1257 4.5946 -0.077 -0.741 0.327
H -0.8771 1.9847 4.2156 -0.058 -0.271 -0.537
H 0.4999 1.7817 3.0336 -0.526 0.319 0.125
H -0.0551 -0.4983 3.1186 0.068 -0.212 0.073
C 0.3039 0.3247 0.1966 0.246 -1.437 -0.090
O -1.0481 0.0937 -0.2604 0.534 -0.167 1.036
H 0.7479 -0.5403 0.8146 -0.749 1.493 -1.088
H 0.3739 1.2647 0.6786 -0.148 0.645 1.154
H 0.8859 0.5007 -0.7054 0.161 -0.714 -0.187
H -1.5461 -0.3663 0.4276 0.077 0.019 -0.080
```
Forces are in eV/Å.

Output
energy above the lowest of the compared OMol25 structures with the same formula, charge and spin	19.6	kcal/mol
LUMO	-0.00426	hartree
charge	0